The following is a DFT calculation (ωB97M-V with the def2-TZVPD basis set) of C35H30BrCaF5N5O2S as an isolated structure in a non-equilibrium geometry.

LUMO level in eV: 2.086
Charge: -1
Multiplicity: 1
Frontier orbital gap in eV: 7.41
Energy above the lowest of the compared OMol25 structures with the same formula, charge and spin in eV: 0.507
DFT total energy in a.u.: -5925.15324
HOMO level in eV: -5.323

The geometry in XYZ format:
```
80
Properties=species:S:1:pos:R:3:forces:R:3
Ca -0.16377 -0.41254 -0.01223 -0.1494 0.6532 -1.2488
N -2.61035 -0.00675 -0.11194 -0.2673 -0.1852 -0.2309
C -3.23805 0.88468 0.83593 -0.3649 0.1730 0.5579
C -2.56072 0.72244 2.20203 -0.4425 0.2103 -0.1845
N -1.13141 0.89412 2.09047 0.1582 -0.2811 0.3852
C -0.60961 2.24670 2.09480 0.0275 0.3667 -0.2426
C -0.25584 2.71301 0.67856 -0.2534 0.5345 0.5382
N 0.71114 1.80982 0.10589 0.6572 0.5305 -0.1110
H -2.81710 0.26125 -1.06503 0.0560 -0.0335 -0.0936
H -2.90236 -0.96919 0.02358 -0.0272 -0.0518 -0.0833
H -4.32285 0.70616 0.95128 0.2295 0.1252 -0.0141
H -3.11196 1.91130 0.48749 -0.0482 -0.0292 -0.0351
H -2.75069 -0.29752 2.55052 0.0225 0.0636 0.0774
H -3.02120 1.42710 2.92107 0.0589 -0.1820 -0.0901
H -0.63992 0.32718 2.76955 0.0718 -0.0402 -0.0868
H 0.30753 2.27271 2.69174 -0.0698 -0.0659 0.0325
H -1.32122 2.95520 2.54782 0.0544 -0.0574 -0.0066
H 0.09527 3.76100 0.72874 -0.1446 -0.1974 -0.0640
H -1.14951 2.68724 0.05682 -0.0261 0.0670 -0.1118
H 1.63762 1.95337 0.49285 -0.0452 -0.1383 -0.0505
H 0.74049 1.90569 -0.90049 0.1325 0.0684 -0.2295
C 1.40225 -2.78199 -4.89745 -0.1013 0.0570 0.0809
C 2.11969 -2.09052 -3.78449 0.2276 0.0158 0.1311
C 3.50771 -2.05706 -3.72478 -0.2547 0.0961 0.1575
C 4.14107 -1.35922 -2.70927 -0.1052 0.0176 0.0416
C 3.32207 -0.71838 -1.79496 0.2529 0.0235 0.0284
Br 4.10640 0.33184 -0.42680 0.1725 0.0743 0.1547
N 2.01092 -0.75956 -1.80508 -0.0470 0.1679 0.5156
C 1.41910 -1.43684 -2.77129 0.0910 -0.3008 -0.5064
H 2.10864 -3.24991 -5.57877 -0.0085 -0.0706 -0.0653
H 0.80965 -2.05652 -5.45179 -0.0889 -0.0052 -0.1088
H 0.72962 -3.53944 -4.50130 -0.0928 -0.1014 -0.0483
H 4.09681 -2.57283 -4.47060 0.0245 -0.0285 -0.0861
H 5.21864 -1.31976 -2.63750 -0.0524 0.0875 0.0614
H 0.34070 -1.43863 -2.73168 -0.1535 -0.0976 -0.1763
F -2.34418 3.59603 -6.67293 0.0580 -0.0938 0.2085
C -1.90355 2.94525 -5.56980 0.0132 -0.0045 -0.0079
C -0.76470 2.14958 -5.62673 -0.1149 0.1544 -0.2274
F -0.09962 2.03325 -6.79536 -0.1321 0.0399 0.2138
C -0.31533 1.48222 -4.51166 0.1407 -0.2787 0.4033
F 0.80610 0.71600 -4.61567 -0.3754 0.2826 -0.0625
C -0.96978 1.53246 -3.24071 -0.5603 0.8903 -1.4628
O -0.57206 0.91126 -2.23311 0.4060 -0.8194 1.3694
C -2.12497 2.37728 -3.24896 0.2443 -0.3185 0.3616
F -2.81557 2.49708 -2.07681 0.0969 0.0135 -0.3110
C -2.57732 3.05283 -4.35890 -0.0499 0.1407 -0.3192
F -3.68218 3.82471 -4.28530 0.2074 -0.1567 0.0088
N -2.09641 -10.37316 1.09402 -0.0135 -0.1512 -0.0111
C -1.89128 -9.27707 0.81124 -0.2172 -1.0528 0.2501
C -1.64786 -7.93217 0.49805 0.1970 1.2012 -0.2220
C -0.77795 -7.18123 1.30020 -0.1736 -0.3289 -0.1051
C -0.56324 -5.85415 1.02685 -0.0099 0.2308 -0.0944
C -1.20975 -5.22226 -0.05167 -0.0303 -0.4453 0.1997
C -2.07447 -5.99012 -0.85123 0.0706 0.2683 -0.0119
C -2.29415 -7.31995 -0.58246 0.0749 -0.3060 0.2112
C -1.00387 -3.84391 -0.27955 -0.1397 -0.0300 -0.1599
C -0.83262 -2.64372 -0.43244 -0.2334 -0.4592 -0.3397
H -0.29018 -7.65605 2.14127 0.0132 -0.0129 -0.0054
H 0.09919 -5.27162 1.65348 -0.0121 0.0519 -0.0590
H -2.58591 -5.51955 -1.68115 0.0582 0.0586 0.0350
H -2.97586 -7.89952 -1.19268 0.0325 0.0019 0.0089
C 2.89181 1.73474 9.48707 -0.3644 0.0865 0.2951
C 2.83108 0.29843 9.07771 0.3029 -0.0443 -0.1715
O 1.90394 -0.44277 9.20005 -0.3332 0.1503 0.2057
S 4.34584 -0.22119 8.22910 0.1082 -0.3213 -0.3620
C 3.56384 -0.54735 6.64684 0.3660 0.1971 0.5140
C 2.61639 -1.54218 6.46642 0.0768 -0.0281 -0.0320
C 2.00595 -1.67001 5.23359 -0.0206 0.0124 -0.1312
C 2.33912 -0.81928 4.16981 0.1966 0.1011 0.3194
C 3.32418 0.15823 4.37699 -0.0914 -0.1082 -0.1193
C 3.92107 0.30241 5.60773 0.0365 -0.1186 0.0080
C 1.70190 -0.88932 2.90961 0.0567 -0.0901 0.1585
C 1.19801 -0.86698 1.79797 0.5474 -0.4022 0.5062
H 2.10913 1.96626 10.20418 -0.0530 0.0271 0.0929
H 2.73041 2.32730 8.58511 0.0905 0.0330 -0.0330
H 3.87622 1.97619 9.87949 0.0398 0.0512 0.0133
H 2.34677 -2.19297 7.28561 0.0251 0.0017 0.0117
H 1.26063 -2.43960 5.08083 -0.0183 0.0356 -0.0556
H 3.59942 0.80110 3.55131 -0.0317 0.0082 -0.0079
H 4.66933 1.06426 5.77301 0.0216 0.0668 0.0288
```
Forces are in eV/Å.